# C34H40N6O2PS4Se2Sn

C34H40N6O2PS4Se2Sn as an isolated structure (ωB97M-V/def2-TZVPD, the OMol25 dataset).

```
90
Properties=species:S:1:pos:R:3:mulliken_charge:R:1
Se -1.147 1.033 2.280 -0.647
H 4.889 4.442 -3.318 0.402
O 2.836 0.308 -1.386 0.477
S -1.952 1.286 -2.192 -0.476
C 3.909 4.104 -3.003 -0.554
H -3.175 1.626 0.481 0.148
H -0.920 -0.341 4.915 0.436
H -6.675 -2.556 2.708 0.428
H 5.141 1.735 -1.436 0.040
C -5.418 -0.026 -1.007 -0.270
H 2.441 -4.690 -1.715 0.488
O 1.422 2.243 0.758 -0.316
C -3.759 -0.846 2.896 0.953
C 5.132 0.655 -1.284 -0.346
H -5.517 0.758 1.053 0.522
H 0.132 -1.751 6.646 0.451
H -0.709 -1.597 -4.480 0.259
C 2.431 -3.634 1.161 -0.200
C -4.163 0.194 3.727 -0.367
H 2.896 0.517 -3.415 0.300
H -4.088 0.252 -3.996 0.345
C 3.000 3.655 -3.955 0.887
P -2.047 -0.943 2.302 -0.263
C 2.035 -1.477 2.220 -0.306
H 4.411 3.468 -5.569 0.406
C -0.001 -3.552 5.484 -0.519
C -1.192 -1.969 3.537 1.119
H 0.187 4.719 1.544 0.419
C 1.448 -2.857 -1.029 -0.698
C -0.412 -4.117 4.287 -0.642
N -3.796 1.180 -0.178 0.240
H 2.703 -4.646 0.918 0.479
H 3.132 4.641 -5.852 0.373
H -5.362 -0.879 -3.485 0.326
H -3.460 0.972 4.001 0.362
H 0.461 -4.168 6.244 0.413
H 4.030 -0.748 -0.051 0.115
H 3.681 0.946 0.358 0.308
Sn 0.216 0.115 -0.215 0.835
H 5.278 -1.081 -2.573 0.350
H -1.311 -3.762 2.367 0.393
H 1.030 2.855 -4.257 0.435
C 1.404 3.222 -2.188 -0.169
C 3.351 3.665 -5.415 -1.704
N 1.591 -1.493 0.986 1.470
H 5.275 0.437 -3.463 0.352
C -4.372 -0.494 -3.257 -0.856
H -5.786 1.057 4.828 0.419
H -3.649 -1.310 -3.272 0.287
H 4.297 4.455 -0.916 0.430
C -5.034 0.638 0.100 -0.682
H -0.951 -0.579 -3.113 -0.328
S 2.751 -2.968 2.721 -0.205
C 2.327 3.681 -1.257 0.612
H 0.431 2.862 -1.872 0.313
H -4.355 -2.633 1.865 0.416
C 0.542 4.693 0.515 -1.006
N 0.639 -1.876 -1.567 0.861
C 3.921 0.266 -0.457 -0.551
Se -1.961 -1.873 0.363 -0.466
H -7.396 -0.701 4.176 0.408
H 6.074 0.360 -0.825 0.440
C 1.804 -3.840 -1.886 -0.266
C -0.183 -2.192 5.710 -0.601
H 2.112 -0.543 4.009 0.307
C 1.830 -2.715 0.377 -0.841
C -5.472 0.245 4.185 -0.686
N -4.405 0.113 -1.942 0.241
C 1.746 3.213 -3.527 -0.960
C -5.971 -1.785 2.994 -0.702
C -6.376 -0.743 3.818 -0.493
N -0.385 -1.280 -3.583 -0.198
H 2.777 2.922 -5.967 0.375
S 1.087 -3.560 -3.434 -0.250
C -3.403 0.850 -1.424 -0.149
C 3.320 -0.143 -2.659 -0.115
H 0.843 5.689 0.195 0.427
C 3.580 4.117 -1.655 -0.670
C -4.666 -1.837 2.531 -0.451
C -1.005 -3.328 3.311 -0.373
H -0.270 -5.175 4.109 0.448
C 0.362 -2.112 -2.818 -0.034
H 2.969 -1.162 -2.845 -0.104
H 1.337 0.330 2.777 0.033
C 4.854 -0.076 -2.600 -0.854
C -0.779 -1.402 4.741 -0.792
H -6.313 -0.581 -1.219 0.468
S 1.974 3.618 0.484 0.096
H -0.225 4.287 -0.143 0.226
N 2.019 -0.384 3.018 -0.228
```

Calculated values
Energy above the lowest of the compared OMol25 structures with the same formula, charge and spin, eV: 0.000
Lowest unoccupied orbital energy, eV: -1.7
Frontier orbital gap, eV: 7.806
Net charge: +1